Entry 1:
The following is a DFT calculation (ωB97M-V with the def2-TZVPD basis set) of one molecule with the formula C4H7NO.

Last column: natural (NBO) charge in e.
CARTESIAN COORDINATES (ANGSTROEM)
C1 -0.5257 -0.9608 1.7175  -0.7083
C2 0.5376 -0.5751 0.7099  0.6841
O1 1.6524 -1.0608 0.7514  -0.5958
N1 0.2643 0.4363 -0.1755  -0.4462
C3 -0.6373 0.9291 -1.1644  -0.2209
C4 0.8290 0.7265 -1.4434  -0.2173
H1 -0.3262 -1.9998 1.9862  0.2408
H2 -0.4057 -0.3556 2.6238  0.2407
H3 -1.5559 -0.8536 1.3658  0.2172
H4 -0.9782 1.9486 -0.9941  0.2015
H5 -1.3491 0.2670 -1.6582  0.1996
H6 1.4946 1.5844 -1.4839  0.2017
H7 1.1119 -0.1184 -2.0708  0.2028

SMILES string ... CC(=O)N1CC1
Charge ... 0
F_max ... 0.4 eV Å⁻¹
Energy relative to the best compared isomer or geometry (same formula, charge and spin) ... 166.3 kJ/mol
LUMO level ... 0.0344 Ha
HOMO-LUMO gap ... 10.50 eV

---

Entry 2:
The following is a DFT calculation (ωB97M-V with the def2-TZVPD basis set) of one molecule with the formula C4H7NO.

Last column: natural (NBO) charge in e.
CARTESIAN COORDINATES (ANGSTROEM)
H1 1.4084 2.3009 0.5168  0.3471
N1 1.6809 1.3379 0.7398  -0.6548
C1 1.0076 0.6061 -0.0326  0.5583
C2 0.7968 -0.8851 0.0229  -0.4825
C3 -0.7096 -0.8619 0.3080  -0.4280
C4 -1.1353 0.3988 -0.5104  -0.0769
O1 0.0555 1.0884 -0.9002  -0.5295
H2 0.9604 -1.3417 -0.9608  0.2231
H3 1.4189 -1.3500 0.7818  0.2363
H4 -1.2548 -1.7544 -0.0142  0.2194
H5 -0.8817 -0.7628 1.3892  0.2146
H6 -1.6120 0.1498 -1.4514  0.1892
H7 -1.7351 1.0741 0.1111  0.1836

SMILES string ... [H]/N=C1/CCCO1
Charge ... 0
F_max ... 0.6 eV Å⁻¹
Energy relative to the best compared isomer or geometry (same formula, charge and spin) ... 118.0 kJ/mol
LUMO level ... 0.0357 Ha
HOMO-LUMO gap ... 11.06 eV

---

Entry 3:
The following is a DFT calculation (ωB97M-V with the def2-TZVPD basis set) of one molecule with the formula C4H7NO.

Last column: natural (NBO) charge in e.
CARTESIAN COORDINATES (ANGSTROEM)
C1 0.5172 1.7636 0.0229  -0.5998
C2 -0.3349 0.5379 0.0198  -0.0758
C3 0.0379 -0.5129 -0.9076  -0.2648
N1 0.2905 -0.5992 0.6622  -0.4430
C4 -0.3718 -1.7991 0.9341  0.5351
O1 0.0438 -2.6568 1.6639  -0.5266
H1 0.4567 2.2796 0.9784  0.2181
H2 0.1798 2.4099 -0.7914  0.2147
H3 1.5538 1.4685 -0.1653  0.2225
H4 -1.4046 0.6800 0.1824  0.2057
H5 -0.7726 -1.0008 -1.4745  0.2144
H6 1.0085 -0.6253 -1.3529  0.2245
H7 -1.2043 -1.9455 0.2280  0.0750

SMILES string ... C[C@H]1CN1C=O
Charge ... 0
F_max ... 1.5 eV Å⁻¹
Energy relative to the best compared isomer or geometry (same formula, charge and spin) ... 263.2 kJ/mol
LUMO level ... 0.0343 Ha
HOMO-LUMO gap ... 10.83 eV

---

Entry 4:
The following is a DFT calculation (ωB97M-V with the def2-TZVPD basis set) of C4H7NO as an isolated structure.

Last column: natural (NBO) charge in e.
CARTESIAN COORDINATES (ANGSTROEM)
C1 1.8416 -0.1912 0.1246  -0.5249
C2 0.6067 -0.3418 0.7509  0.4843
N1 0.0024 0.7994 1.0877  -0.4626
C3 -0.9980 0.8116 0.2032  -0.0335
C4 -1.4360 -0.6089 -0.0898  -0.1317
O1 -0.2202 -1.3057 0.2270  -0.4999
H1 2.5181 0.5664 0.5072  0.2408
H2 0.9826 0.4873 -0.9422  0.1147
H3 2.2787 -1.0326 -0.4040  0.2289
H4 -1.6707 1.6621 0.1277  0.2228
H5 0.0493 0.8970 -1.0409  -0.0278
H6 -1.7108 -0.8050 -1.1275  0.2019
H7 -2.2437 -0.9387 0.5762  0.1869

Charge ... 0
F_max ... 0.4 eV Å⁻¹
Energy relative to the best compared isomer or geometry (same formula, charge and spin) ... 472.7 kJ/mol
LUMO level ... 0.0355 Ha
HOMO-LUMO gap ... 9.96 eV

---

Entry 5:
The following is a DFT calculation (ωB97M-V with the def2-TZVPD basis set) of one molecule with the formula C4H7NO.

Last column: natural (NBO) charge in e.
CARTESIAN COORDINATES (ANGSTROEM)
C1 -0.6853 1.8044 0.4485  -0.7184
C2 -0.6760 0.3183 0.2021  0.5744
O1 -1.6854 -0.2587 -0.1533  -0.5452
C3 0.6376 -0.4189 0.2657  -0.2124
C4 0.5785 -1.8234 -0.1881  -0.2478
N1 1.1512 -0.8051 -1.0597  -0.5499
H1 -1.6537 2.1985 0.1382  0.2390
H2 0.1106 2.2915 -0.1272  0.2334
H3 -0.5102 2.0482 1.5018  0.2375
H4 1.4034 -0.0769 0.9600  0.2124
H5 -0.4190 -2.1878 -0.4050  0.2226
H6 1.2811 -2.5643 0.1754  0.2026
H7 0.4672 -0.5259 -1.7585  0.3517

SMILES string ... CC(=O)[C@H]1CN1
Charge ... 0
F_max ... 0.4 eV Å⁻¹
Energy relative to the best compared isomer or geometry (same formula, charge and spin) ... 176.4 kJ/mol
LUMO level ... 0.0386 Ha
HOMO-LUMO gap ... 10.71 eV

---

Entry 6:
The following is a DFT calculation (ωB97M-V with the def2-TZVPD basis set) of a 2-piece molecular cluster, C4H7NO overall.

Last column: natural (NBO) charge in e.
CARTESIAN COORDINATES (ANGSTROEM)
C1 -0.0926 -0.0974 2.2692  -0.6018
C2 -0.2900 0.1056 0.7748  -0.5619
C3 -0.0080 -0.9958 0.1272  0.7232
O1 0.3135 -2.0330 -0.3099  -0.4870
H1 -0.8138 -0.8181 2.6731  0.2095
H2 -0.2334 0.8599 2.7652  0.2242
H3 0.9160 -0.4597 2.5043  0.2151
H4 -0.8544 0.9202 0.3403  0.2736
C4 0.4541 0.8077 -2.1801  -0.0420
N1 -0.6951 0.2982 -2.3631  -0.6069
H5 1.3889 0.2409 -2.0967  0.1555
H6 0.5388 1.8921 -2.0803  0.1627
H7 -0.6239 -0.7206 -2.4239  0.3356

SMILES string ... CC=C=O.C=N
Charge ... 0
F_max ... 0.9 eV Å⁻¹
Energy relative to the best compared isomer or geometry (same formula, charge and spin) ... 260.0 kJ/mol
LUMO level ... 0.0310 Ha
HOMO-LUMO gap ... 9.72 eV

---

Entry 7:
The following is a DFT calculation (ωB97M-V with the def2-TZVPD basis set) of one molecule with the formula C4H7NO.

Last column: natural (NBO) charge in e.
CARTESIAN COORDINATES (ANGSTROEM)
C1 1.7168 0.3894 0.3943  -0.6121
C2 0.4588 -0.1015 -0.2727  -0.0809
C3 -0.4186 -1.1375 0.3186  -0.2344
N1 -0.7814 0.2879 0.3793  -0.4760
C4 -1.8356 0.6811 -0.4649  0.5486
O1 -1.7484 0.8667 -1.6579  -0.5527
H1 1.8495 1.4561 0.1868  0.2201
H2 1.6629 0.2564 1.4791  0.2150
H3 2.5972 -0.1401 0.0170  0.2154
H4 0.4377 -0.0399 -1.3592  0.2230
H5 -0.9852 -1.7482 -0.3820  0.2043
H6 -0.1797 -1.6134 1.2668  0.2073
H7 -2.7739 0.8430 0.0948  0.1224

SMILES string ... C[C@H]1CN1C=O
Charge ... 0
F_max ... 0.8 eV Å⁻¹
Energy relative to the best compared isomer or geometry (same formula, charge and spin) ... 170.5 kJ/mol
LUMO level ... 0.0369 Ha
HOMO-LUMO gap ... 11.03 eV

---

Entry 8:
The following is a DFT calculation (ωB97M-V with the def2-TZVPD basis set) of a 2-piece molecular cluster, C4H7NO overall.

Last column: natural (NBO) charge in e.
CARTESIAN COORDINATES (ANGSTROEM)
C1 -1.0803 -1.2050 0.6386  0.0396
C2 0.8125 0.4444 -0.6164  -0.0320
C3 0.9739 0.5454 0.7282  0.0290
C4 0.4165 0.7804 -1.8158  -0.5178
O1 -1.9558 -0.6028 -0.1713  -0.6424
N1 2.0034 0.7013 1.4788  -0.6870
H1 -1.5176 -0.3823 -1.0127  0.5116
H2 1.7526 1.0131 2.4134  0.3404
H3 -1.4576 -1.3556 1.6413  0.1936
H4 -0.3897 -1.9291 0.2273  0.1941
H5 -0.0790 0.1288 1.1967  0.1532
H6 0.5305 0.1043 -2.6621  0.2092
H7 -0.0095 1.7573 -2.0460  0.2084

Charge ... 0
F_max ... 0.9 eV Å⁻¹
Energy relative to the best compared isomer or geometry (same formula, charge and spin) ... 649.4 kJ/mol
LUMO level ... -0.0354 Ha
HOMO-LUMO gap ... 6.33 eV

---

Entry 9:
The following is a DFT calculation (ωB97M-V with the def2-TZVPD basis set) of one molecule with the formula C4H7NO.

Last column: natural (NBO) charge in e.
CARTESIAN COORDINATES (ANGSTROEM)
C1 -0.9917 1.3552 -0.1970  0.3948
N1 0.2440 1.5989 -0.3264  -0.4946
C2 1.2070 0.5130 -0.2004  -0.2496
C3 0.5627 -0.7359 0.4146  -0.4548
C4 -0.8505 -1.0092 -0.0919  -0.0694
O1 -1.6477 0.1772 -0.0722  -0.5023
H1 -1.7141 2.1720 -0.1426  0.1707
H2 2.0055 0.8541 0.4758  0.2037
H3 1.7755 0.3720 -1.1314  0.2018
H4 0.4699 -0.5170 1.4838  0.2062
H5 1.1748 -1.6375 0.3104  0.2218
H6 -0.8754 -1.4345 -1.1032  0.1784
H7 -1.3602 -1.7085 0.5805  0.1935

SMILES string ... C1=NCCCO1
Charge ... 0
F_max ... 0.7 eV Å⁻¹
Energy relative to the best compared isomer or geometry (same formula, charge and spin) ... 120.3 kJ/mol
LUMO level ... 0.0347 Ha
HOMO-LUMO gap ... 10.39 eV

---

Entry 10:
The following is a DFT calculation (ωB97M-V with the def2-TZVPD basis set) of a 2-piece molecular cluster, C4H7NO overall.

Last column: natural (NBO) charge in e.
CARTESIAN COORDINATES (ANGSTROEM)
C1 1.9235 0.7521 0.0617  -0.7217
C2 0.4954 0.3621 -0.2323  0.6177
C3 0.1649 -1.1106 -0.1399  -0.7281
O1 -0.3373 1.2057 -0.5115  -0.5707
H1 2.0739 1.8061 -0.1765  0.2402
H2 2.1300 0.5878 1.1264  0.2391
H3 2.6254 0.1296 -0.5036  0.2308
H4 0.7611 -1.6741 -0.8676  0.2380
H5 -0.8955 -1.2938 -0.3231  0.2404
H6 0.4319 -1.4945 0.8511  0.2382
C4 -3.0888 0.2809 0.2232  0.0530
N1 -3.9303 -0.3828 0.6533  -0.3383
H7 -2.2542 0.8459 -0.1723  0.2615

SMILES string ... CC(C)=O.C#N
Charge ... 0
F_max ... 1.1 eV Å⁻¹
Energy relative to the best compared isomer or geometry (same formula, charge and spin) ... 122.6 kJ/mol
LUMO level ... 0.0266 Ha
HOMO-LUMO gap ... 11.14 eV